Record 1
The following is a DFT calculation (ωB97M-V with the def2-TZVPD basis set) of an isolated molecule of C5H8ClN.

```
15
Properties=species:S:1:pos:R:3:nbo_charge:R:1
C 1.465 -0.884 -0.568 -0.624
C 0.477 -0.616 0.484 -0.027
C -0.896 -1.490 0.396 -0.361
C -1.533 -0.347 0.151 0.151
Cl -3.190 -0.037 -0.047 0.036
N -0.457 0.507 0.160 -0.440
C -0.270 1.917 -0.016 -0.413
H 0.932 -0.944 -1.567 0.225
H 1.984 -1.890 -0.332 0.221
H 2.205 -0.052 -0.583 0.205
H 0.868 -0.465 1.434 0.194
H -0.966 -2.455 0.707 0.216
H 0.825 2.067 -0.277 0.213
H -0.788 2.426 -0.847 0.205
H -0.656 2.263 0.904 0.200
```

Calculated values
Molecular weight in g mol⁻¹: 117.6
Relative energy (zero: lowest compared OMol25 entry of this formula, charge and spin) in kcal per mole: 57.03
E_tot in eV: -19324.47843
SMILES string: C[C@@H]1C=C(Cl)N1C

Record 2
The following is a DFT calculation (ωB97M-V with the def2-TZVPD basis set) of an isolated molecule of C4H7NO.

```
13
Properties=species:S:1:pos:R:3:nbo_charge:R:1
O -1.245 -1.872 0.640 -0.522
C -1.657 -0.744 0.783 0.442
C -0.766 0.472 0.623 -0.524
C 0.600 0.033 0.159 -0.085
C 0.935 -0.059 -1.276 -0.256
N 1.463 1.033 -0.454 -0.592
H -2.723 -0.587 1.052 0.113
H -0.704 1.006 1.584 0.236
H -1.203 1.194 -0.081 0.238
H 1.059 -0.717 0.801 0.207
H 0.207 0.248 -2.025 0.193
H 1.600 -0.859 -1.593 0.198
H 2.434 0.852 -0.213 0.353
```

Calculated values
Molecular weight in g mol⁻¹: 85.1
Relative energy (zero: lowest compared OMol25 entry of this formula, charge and spin) in kcal per mole: 47.98
E_tot in eV: -7797.56375
SMILES string: O=CC[C@H]1CN1

Record 3
The following is a DFT calculation (ωB97M-V with the def2-TZVPD basis set) of a cluster of 2 separate species, C3H9N3O in total.

```
16
Properties=species:S:1:pos:R:3:nbo_charge:R:1
C 0.286 0.310 -0.466 0.307
C 0.081 1.466 0.473 -0.686
N -0.102 -1.004 -0.048 -0.412
N 0.293 -1.535 1.206 -0.650
N 1.491 0.272 -1.136 -0.804
C -1.543 -0.926 -0.397 0.405
O -2.402 -0.371 0.313 -0.599
H -0.978 0.253 -1.168 0.097
H 1.307 -1.443 1.238 0.360
H -0.124 -0.980 1.953 0.336
H 1.806 1.141 -1.547 0.379
H 1.587 -0.525 -1.754 0.394
H -1.807 -1.897 -0.858 0.170
H -0.951 1.469 0.835 0.260
H 0.722 1.355 1.355 0.222
H 0.335 2.417 0.000 0.219
```

Calculated values
Molecular weight in g mol⁻¹: 103.1
Relative energy (zero: lowest compared OMol25 entry of this formula, charge and spin) in kcal per mole: 103.83
E_tot in eV: -9771.03651

Record 4
The following is a DFT calculation (ωB97M-V with the def2-TZVPD basis set) of a structure of composition C5H9Br2NO.

```
18
Properties=species:S:1:pos:R:3:nbo_charge:R:1
C 1.198 0.334 0.086 0.868
C -1.256 -0.029 2.488 -0.601
C 0.226 0.941 -3.910 -0.713
C -0.259 -1.009 1.725 -0.201
C -0.705 0.140 -3.140 -0.242
N 0.553 -0.224 0.929 -0.531
O 1.713 0.873 -0.819 -0.572
Br -1.584 1.122 -1.604 -0.042
Br -2.146 -0.564 -4.266 0.021
H -1.970 -0.699 2.948 0.208
H -0.705 0.679 3.291 0.209
H -1.702 0.734 1.775 0.222
H 1.185 1.168 -3.279 0.265
H 0.301 0.370 -4.852 0.246
H -0.147 2.025 -4.056 0.241
H 0.326 -1.583 2.471 0.202
H -0.848 -1.606 1.198 0.196
H -0.285 -0.685 -2.559 0.223
```

Calculated values
Molecular weight in g mol⁻¹: 258.9
Relative energy (zero: lowest compared OMol25 entry of this formula, charge and spin) in kcal per mole: 15.41
E_tot in eV: -148952.30129

Record 5
The following is a DFT calculation (ωB97M-V with the def2-TZVPD basis set) of the ion C3H7N2O2 with charge +1.

```
14
Properties=species:S:1:pos:R:3:nbo_charge:R:1
O -1.585 1.226 0.518 -0.671
C -0.660 0.687 -0.321 0.202
N -0.961 -0.763 -0.575 -0.527
C -0.070 -1.527 0.028 0.396
N 0.863 -0.855 0.669 -0.555
C 0.723 0.570 0.453 0.201
O 1.872 1.125 -0.395 -0.674
H -2.320 1.575 0.017 0.502
H -0.362 1.264 -1.190 0.227
H -1.873 -1.114 -0.948 0.458
H -0.315 -2.583 -0.005 0.262
H 1.799 -1.099 1.050 0.467
H 0.538 1.170 1.360 0.239
H 2.351 0.322 -0.661 0.472
```

Calculated values
Molecular weight in g mol⁻¹: 103.1
Relative energy (zero: lowest compared OMol25 entry of this formula, charge and spin) in kcal per mole: 13.22
E_tot in eV: -10292.23745
SMILES string: O[C@@H]1NC=[NH+][C@H]1O
Charge: +1

Record 6
The following is a DFT calculation (ωB97M-V with the def2-TZVPD basis set) of a cluster of 2 separate species, C2H5ClOS in total.

```
10
Properties=species:S:1:pos:R:3:nbo_charge:R:1
C -0.933 -0.044 -0.647 -0.414
C 0.246 0.003 0.202 0.066
O 0.320 -0.550 1.426 -0.704
S 0.708 1.801 0.120 -0.083
Cl -2.315 0.861 0.145 -0.119
H -1.351 -1.022 -0.741 0.229
H -0.720 0.538 -1.590 0.247
H 1.039 -0.868 -0.712 0.129
H 0.557 0.108 2.147 0.505
H 1.473 1.891 -0.974 0.145
```

Calculated values
Molecular weight in g mol⁻¹: 112.6
Relative energy (zero: lowest compared OMol25 entry of this formula, charge and spin) in kcal per mole: 43.41
E_tot in eV: -27558.04053

Record 7
The following is a DFT calculation (ωB97M-V with the def2-TZVPD basis set) of a structure of composition C13H17NSSn.

```
33
Properties=species:S:1:pos:R:3:nbo_charge:R:1
C 0.721 -0.926 -1.694 -0.495
C 0.323 2.211 -1.763 -0.200
C -0.616 -1.071 -2.297 -0.086
H 1.177 -1.921 -1.868 0.217
C -0.840 1.979 -1.146 -0.175
H 0.920 3.066 -1.417 0.201
H -0.963 -2.101 -2.414 0.178
H -1.100 2.613 -0.290 0.202
C -1.570 -0.026 -2.622 -0.481
H -2.515 -0.561 -2.831 0.214
H -1.336 0.525 -3.546 0.212
C 1.664 0.106 -2.379 -0.376
H 2.107 -0.377 -3.262 0.203
H 2.494 0.336 -1.694 0.197
C 1.013 1.416 -2.837 -0.454
H 0.368 1.224 -3.701 0.207
H 1.830 2.059 -3.204 0.211
C -1.911 0.997 -1.492 -0.432
H -2.828 1.532 -1.794 0.216
H -2.187 0.447 -0.578 0.209
Sn 2.756 -0.820 1.389 0.557
H 0.872 -0.787 -0.544 0.203
S 1.579 1.223 2.155 -0.221
C 0.710 0.041 3.042 0.052
C -0.249 0.338 4.022 -0.259
C -0.911 -0.704 4.664 -0.152
C -0.573 -2.026 4.344 -0.287
C 0.427 -2.276 3.405 0.059
N 1.056 -1.257 2.751 -0.617
H -0.420 1.392 4.231 0.235
H -1.676 -0.484 5.403 0.224
H -1.064 -2.877 4.814 0.227
H 0.743 -3.292 3.153 0.210
```

Calculated values
Molecular weight in g mol⁻¹: 338.1
Relative energy (zero: lowest compared OMol25 entry of this formula, charge and spin) in kcal per mole: 0.00
E_tot in eV: -31910.59162

Record 8
The following is a DFT calculation (ωB97M-V with the def2-TZVPD basis set) of a structure of composition C4H6Br2O.

```
13
Properties=species:S:1:pos:R:3:nbo_charge:R:1
C -0.425 -0.429 -0.621 -0.188
C -0.128 0.240 0.493 -0.220
C -1.731 -1.108 -0.900 -0.679
C 1.344 1.026 0.710 0.196
O 2.219 0.372 0.057 -0.704
Br 1.165 2.921 0.292 0.014
Br 1.662 0.912 2.702 -0.059
H 0.239 -0.474 -1.454 0.214
H -0.773 0.175 1.445 0.227
H -1.905 -1.840 -1.700 0.230
H -2.615 -0.475 -1.176 0.231
H -2.193 -1.698 -0.104 0.224
H 3.140 0.378 0.255 0.513
```

Calculated values
Molecular weight in g mol⁻¹: 229.9
Relative energy (zero: lowest compared OMol25 entry of this formula, charge and spin) in kcal per mole: 39.26
E_tot in eV: -146375.85737

Record 9
The following is a DFT calculation (ωB97M-V with the def2-TZVPD basis set) of a cluster of 2 separate species, C3H3IN2O in total.

```
10
Properties=species:S:1:pos:R:3:nbo_charge:R:1
C 0.513 -0.378 0.240 0.059
C -1.669 -0.451 0.334 0.384
C 1.035 0.967 -0.027 -0.682
N 0.493 -1.540 -0.156 -0.029
N 0.726 -2.646 -0.274 -0.030
O -2.234 -1.489 0.322 -0.510
I -2.613 1.433 -0.052 0.089
H 1.983 1.302 0.598 0.236
H 1.376 1.032 -1.077 0.228
H 0.389 1.770 0.092 0.255
```

Calculated values
Molecular weight in g mol⁻¹: 210.0
Relative energy (zero: lowest compared OMol25 entry of this formula, charge and spin) in kcal per mole: 90.45
E_tot in eV: -16283.07368

> relative energy (zero: lowest compared OMol25 entry of this formula, charge and spin) of number 9 (C3H3IN2O)?

90.45 kcal per mole